[1]
DFT (wB97M-V/def2-TZVPD) results for a cluster of 2 separate species, C6H13O5P in total.

The total energy comes out at -953.8960 Ha. The SMILES is C[C@@H](O)C(=PO)[C@@H](C)O.O=CO.

Each line ends with the natural charge from an NBO analysis.
Element x y z (Å)
C: -1.492244 1.461894 -1.404006  -0.649
C: -0.887863 -2.454980 0.881207  -0.641
C: -0.344950 1.319940 -0.424561  0.036
C: -1.214861 -1.106112 0.202127  0.062
C: 2.440274 -0.321464 -1.051184  0.622
C: -0.061256 -0.056202 0.300453  -0.582
O: 2.052350 1.135815 1.540052  -0.962
O: -0.412359 2.261199 0.647985  -0.749
O: -2.448511 -0.625410 0.888891  -0.732
O: 3.377271 -1.128082 -0.479098  -0.668
O: 2.519575 0.876220 -1.218690  -0.608
P: 1.217580 -0.243976 1.388909  1.072
H: -2.439434 1.093870 -0.823704  0.234
H: -1.489842 2.457714 -1.545396  0.216
H: -1.083618 0.912836 -2.270851  0.231
H: -0.789890 -2.306519 1.924038  0.212
H: 0.010393 -3.112949 0.510508  0.216
H: -1.729057 -3.150933 0.784103  0.223
H: 0.621124 1.606807 -0.827940  0.213
H: -1.442616 -1.356976 -0.816387  0.188
H: 1.733649 -1.002642 -1.487461  0.127
H: -1.324128 2.466012 0.735378  0.471
H: -2.227078 -0.050356 1.586320  0.470
H: 3.934899 -0.410224 -0.082172  0.489
H: 1.480602 1.734523 1.041480  0.510

Forces on the atoms, in the same order (eV/Å):
0.330 -4.157 2.426
0.836 -1.642 -1.292
1.806 -1.226 1.770
1.114 -0.384 2.166
0.754 -0.498 -1.645
-1.487 0.593 -0.352
-0.738 -0.279 -0.593
0.217 0.600 0.065
0.489 -1.354 -2.745
0.279 2.556 0.544
0.374 -1.215 0.404
-1.194 -1.446 0.702
1.461 0.414 -1.815
-0.562 3.457 -1.142
-1.297 0.114 -0.009
0.393 0.170 1.163
-1.327 1.780 0.411
-0.141 0.377 -0.165
-0.219 -0.175 -1.001
-0.519 0.546 -0.613
-0.847 0.060 -0.429
-1.257 0.554 0.630
0.850 1.010 1.362
0.332 -1.091 0.008
0.352 1.232 0.149

[2]
DFT (wB97M-V/def2-TZVPD) results for a structure of composition C6H13O5Pt.

The total energy comes out at -731.6739 Ha. The spin multiplicity is 4.

Each line ends with the natural charge from an NBO analysis.
Element x y z (Å)
O: 1.472210 1.149894 -1.220086  -0.720
C: 0.161491 0.697555 -1.232250  -0.117
C: 0.017824 -0.644563 -0.518152  -0.107
O: 1.051744 -1.486092 -1.028763  -0.548
C: 1.454151 -2.616938 -0.256790  -0.105
C: 2.866260 -2.974346 -0.723773  -0.100
O: 3.690859 -1.855116 -0.757988  -0.720
Pt: 2.598363 -0.371299 -1.181178  0.938
H: -0.223974 0.588205 -2.265969  0.168
H: -0.969197 -1.102685 -0.686489  0.199
H: 0.174147 -0.521609 0.568254  0.177
H: 0.746650 -3.448142 -0.399256  0.196
H: 1.464246 -2.330775 0.809323  0.184
H: 2.787023 -3.450176 -1.722962  0.169
H: 3.249719 -3.753105 -0.036699  0.178
H: -0.558761 1.438887 -0.736567  0.184
O: -1.354931 3.773492 1.046268  -0.710
C: -2.661666 1.413564 1.892041  -0.269
O: -3.007411 2.159173 0.738787  -0.518
C: -2.036182 2.945732 0.198689  0.340
H: -3.505358 0.750238 2.108013  0.204
H: -1.761917 0.804214 1.709042  0.164
H: -2.490612 2.070601 2.758507  0.181
H: -2.415394 3.481477 -0.674976  0.149
H: -0.749276 3.281808 1.612962  0.483

Forces on the atoms, in the same order (eV/Å):
-0.358 0.693 -0.098
-2.034 0.572 0.095
-0.910 0.264 0.605
-4.096 -3.030 0.013
-0.122 -0.775 0.735
-0.435 -1.260 -0.028
0.552 -0.771 0.060
5.706 4.249 -0.672
0.263 0.000 0.210
0.272 0.099 -0.024
0.032 -0.049 -0.276
0.170 0.227 -0.023
0.007 -0.015 -0.295
0.108 0.219 0.265
-0.012 0.305 -0.175
0.940 -0.830 -0.452
0.155 0.086 0.048
0.086 -0.034 0.198
-0.188 -0.217 -0.113
-0.275 0.349 0.016
0.210 0.191 -0.064
-0.162 0.125 0.047
-0.040 -0.177 -0.212
0.147 -0.207 0.220
-0.016 -0.014 -0.079

[3]
DFT (wB97M-V/def2-TZVPD) results for a structure of composition C6H13O5Ru.

The total energy comes out at -706.9688 Ha. The total charge is +1. The spin multiplicity is 7.

Each line ends with the natural charge from an NBO analysis.
Element x y z (Å)
O: 1.607741 0.989782 -1.294939  -0.712
C: 0.353598 0.538170 -1.179678  0.114
C: 0.186213 -0.823989 -0.588804  -0.188
O: 1.221323 -1.666171 -1.146375  -0.560
C: 1.653016 -2.799239 -0.392239  -0.119
C: 3.054826 -3.145902 -0.896422  -0.129
O: 3.872044 -2.020442 -0.948852  -0.657
Ru: 2.859572 -0.477253 -1.370742  1.726
H: -0.386533 0.888524 -1.909969  0.194
H: -0.807066 -1.246157 -0.799772  0.244
H: 0.336360 -0.825515 0.509715  0.202
H: 0.947589 -3.634420 -0.518884  0.238
H: 1.690372 -2.519307 0.674908  0.204
H: 2.954066 -3.620436 -1.894450  0.208
H: 3.460715 -3.923092 -0.220535  0.230
H: -1.297198 2.127164 -0.149485  0.091
O: -1.486743 3.907321 1.028957  -0.709
C: -2.929633 1.652108 2.015819  -0.264
O: -3.190107 2.332134 0.806182  -0.529
C: -2.079221 2.932096 0.220550  0.232
H: -3.766348 0.968831 2.196244  0.207
H: -1.993168 1.071339 1.948709  0.141
H: -2.855087 2.350539 2.865527  0.186
H: -2.449265 3.445724 -0.674867  0.182
H: -0.957059 3.498202 1.719409  0.467

Forces on the atoms, in the same order (eV/Å):
0.565 0.029 0.291
-1.676 -0.616 -0.622
-1.310 0.823 0.959
-0.621 -0.783 -0.421
0.224 -1.065 0.881
-0.798 -2.024 0.146
-0.385 0.555 -0.132
2.817 1.897 -0.811
0.410 0.041 0.303
0.364 0.098 -0.025
-0.002 -0.019 -0.346
0.241 0.272 -0.019
-0.075 -0.028 -0.305
0.269 0.337 0.294
0.020 0.420 -0.272
-1.180 1.176 0.984
0.139 -0.101 -0.193
-0.011 0.046 0.207
0.055 -0.245 -0.172
0.773 -0.666 -0.747
0.219 0.169 -0.044
-0.126 0.020 0.010
0.009 -0.202 -0.249
0.074 -0.103 0.283
0.008 -0.032 -0.001

[4]
DFT (wB97M-V/def2-TZVPD) results for a structure of composition C6H13O5Tl.

The total energy comes out at -784.6067 Ha. The total charge is +1. The spin multiplicity is 2.

Each line ends with the Löwdin spin population.
Element x y z (Å)
O: 0.543157 -1.958075 -0.876515  0.003
C: 0.934395 -0.654104 -0.645922  0.043
C: -0.227706 0.323038 -0.770826  0.003
O: -0.908362 -0.003950 -1.985017  0.002
C: -2.263703 0.415414 -2.140462  0.000
C: -2.878538 -0.503876 -3.197238  0.001
O: -2.615749 -1.842112 -2.924290  0.006
Tl: -0.919414 -2.052528 -2.094115  0.008
H: 1.747167 -0.338441 -1.329340  0.000
H: 0.110915 1.370422 -0.790979  0.000
H: -0.937168 0.196259 0.066771  0.000
H: -2.303641 1.474832 -2.436628  0.000
H: -2.784512 0.291375 -1.175101  0.000
H: -2.476576 -0.205797 -4.187533  0.000
H: -3.964426 -0.290128 -3.224239  0.000
H: 1.516835 -0.483504 0.426021  0.028
O: 2.524204 -1.141660 3.195203  0.149
C: 1.327809 1.417727 3.357360  0.014
O: 2.543452 1.127289 2.692718  0.174
C: 2.711666 -0.157151 2.259300  0.519
H: 1.284380 2.503997 3.486940  0.000
H: 0.464231 1.091831 2.754977  0.006
H: 1.286683 0.936049 4.346498  0.002
H: 3.694696 -0.257565 1.790631  0.033
H: 1.590204 -1.259341 3.401784  0.009

Forces on the atoms, in the same order (eV/Å):
1.332 -1.789 1.346
2.326 2.556 1.570
0.344 0.639 1.197
0.225 3.305 -0.179
-0.936 0.622 0.139
-0.059 2.089 -0.735
-1.967 -1.376 -0.877
0.359 -3.499 -0.337
-0.438 -0.271 -0.146
-0.063 -0.402 -0.045
0.143 0.032 -0.236
0.023 -0.392 0.043
0.168 0.044 -0.216
-0.144 -0.273 0.341
0.421 -0.506 0.093
-1.741 -0.787 -1.973
-0.200 -0.143 -0.438
-0.248 0.055 0.332
-0.074 -0.143 -0.613
0.637 0.306 0.892
0.035 -0.310 -0.026
0.156 0.057 0.111
0.007 0.145 -0.269
-0.329 0.001 -0.060
0.022 0.041 0.089

[5]
DFT (wB97M-V/def2-TZVPD) results for a cluster of 2 separate species, C6H13OP in total.

The total energy comes out at -652.8503 Ha.

Each line ends with the natural charge from an NBO analysis.
Element x y z (Å)
C: -2.986760 1.336012 0.818011  0.338
C: 0.089807 -1.121218 1.036379  -0.636
C: 1.852626 -0.766051 -0.714473  -0.631
C: 1.509158 0.963600 1.001858  -0.621
C: -1.186852 -0.066512 -2.014119  -1.031
C: 0.756917 -0.150021 0.079330  -0.300
O: -2.870871 0.815403 1.896738  -0.481
P: -0.344006 1.053186 -0.941313  0.627
H: -3.962641 1.792900 0.531592  0.132
H: -0.391376 -0.543219 1.864927  0.222
H: -0.500374 -1.958207 0.790566  0.218
H: 1.018148 -1.563858 1.409388  0.199
H: 2.512336 -1.237710 -0.019436  0.204
H: 2.285823 0.079905 -1.207513  0.214
H: 1.600970 -1.541037 -1.427335  0.207
H: 2.287220 0.502000 1.582215  0.207
H: 1.811258 1.823641 0.345403  0.216
H: 0.779304 1.411874 1.669248  0.212
H: -1.922843 -0.693444 -1.390006  0.235
H: -0.559719 -0.672755 -2.592631  0.232
H: -1.778128 0.535512 -2.718829  0.236

Forces on the atoms, in the same order (eV/Å):
0.462 -1.379 2.552
1.369 1.508 1.773
-0.398 -0.050 -0.667
-1.591 -0.100 -1.590
-3.019 -0.277 0.628
-0.968 2.568 0.778
-0.089 1.100 -2.339
0.877 0.157 1.274
0.044 0.175 -0.346
0.222 -0.700 -0.627
-1.002 -0.626 -1.187
-0.260 -0.380 0.897
0.937 -0.142 0.432
1.013 0.053 -0.634
-0.468 -0.030 -0.326
0.601 -0.007 0.104
0.378 -0.979 0.604
-0.151 -0.090 0.301
1.060 0.597 -1.083
1.024 -1.162 -0.710
-0.041 -0.233 0.165